No. 1
Computed, not measured: a cluster of 2 separate species, C6H14N2 in total, with ωB97M-V with the def2-TZVPD basis set.

Calculated values
Structure (SMILES)   C=C[C@@H](C)N.[H]/N=C\C
ΔE to the lowest compared entry with this formula, charge and spin   42.9 kcal/mol
Kohn-Sham gap   9.4 eV

```
! wB97M-V def2-TZVPD RIJCOSX def2/J DEFGRID3
* xyz 0 1
C -1.97432 -0.05086 -0.37659
C -2.41434 -1.15357 -1.28074
C 1.34527 -0.52105 -0.73081
N -1.77081 1.16299 -0.67915
H -1.79946 -0.32781 0.65826
H -1.95265 1.39051 -1.65626
H -0.12989 1.80436 -0.29333
H -2.52423 -0.81743 -2.31017
H -3.36530 -1.55221 -0.93504
H -1.69215 -1.96515 -1.24608
H 1.96527 -1.32191 -0.33957
H 1.69993 -0.22984 -1.71493
H 0.34171 -0.92815 -0.81159
C 1.50297 0.73436 0.36919
C 0.91913 0.29123 1.67261
C 1.51385 -0.53289 2.51865
N 0.91407 1.96037 -0.05308
H 1.37225 2.30105 -0.89258
H 2.58707 0.86935 0.46761
H -0.06705 0.68639 1.88676
H 2.50357 -0.92330 2.32948
H 1.02512 -0.87643 3.41735
*
```



No. 2
Computed, not measured: a cluster of 3 separate species, C6H14N2 in total, with ωB97M-V with the def2-TZVPD basis set.

Calculated values
ΔE to the lowest compared entry with this formula, charge and spin   101.8 kcal/mol
Kohn-Sham gap   9.5 eV

```
! wB97M-V def2-TZVPD RIJCOSX def2/J DEFGRID3
* xyz 0 1
C 0.24086 0.49256 1.07945
C 1.65409 0.38683 1.63532
C 1.72642 -2.62977 2.48354
N 1.48334 0.41873 0.35341
N -0.50004 1.69852 1.13330
H 1.90273 0.41684 -0.55572
H -0.39153 -0.38745 1.01610
H 1.84706 -1.55743 2.33782
H 0.07288 2.47725 1.43700
H -0.93107 1.92725 0.24330
H 1.59131 -3.11598 1.52556
H 0.85983 -2.80768 3.10533
H 2.60790 -3.02724 2.96861
C -2.37323 0.31010 -1.72290
C -0.94399 0.27449 -2.14792
C -0.24696 1.32909 -2.52480
H -0.48247 -0.70511 -2.13148
H -2.47138 -0.03545 -0.69355
H -2.78053 1.31574 -1.79699
H -2.96440 -0.35593 -2.35045
H -0.68296 2.31454 -2.55694
H 0.78215 1.26009 -2.83800
*
```



Number 1: maximum force 2.63 eV Å⁻¹. Number 2: maximum force 0.97 eV Å⁻¹.